Record 1
Density functional theory data (ωB97M-V/def2-TZVPD) for 5 unconnected molecules or ions with the total composition C33H45BF4N3O14PS.

Values from the calculation:
- net charge = 0
- 2S+1 = 1
- SMILES = C=Cc1nc2c(C[C@H](O)C(F)(F)F)c([PH2]=N)c(F)c(B(O)OC)c2nc1CCCS(=O)(=O)O.O=C1CCCO1.O=C1CCCO1.O=C1CCCO1.O=C1CCCO1
- highest occupied orbital energy (eV) = -8.56
- HOMO-LUMO gap (eV) = 6.9
- largest force on an atom (eV/A) = 6.74
- calculated total energy (eV) = -99746.540

Each atom is followed by the atoms it is bonded to, with distances in Å.
Element x y z (Å)
1 H -5.8565 -3.4520 5.1091  O36 0.981
2 O 3.7893 -3.7198 0.5095  S47 1.508
3 H 4.0320 -3.4983 -2.6453  C6 1.090
4 H -5.7521 0.1634 5.0745  C97 1.144
5 N -2.2814 -2.2161 4.7900  C37 1.436, C92 1.426
6 C 4.1416 -2.7021 -3.3811  H3 1.090, H51 1.093, C78 1.504, C79 1.514
7 C 4.5791 6.9927 -5.5405  H11 1.090, C31 1.504, H65 1.093, C86 1.513
8 H -6.2138 -2.2354 -1.5945  C21 1.095
9 H 3.4371 5.9213 -7.0059  C86 1.095
10 H 2.1914 0.7097 -4.3397  C16 1.090
11 H 3.8659 7.8062 -5.6723  C7 1.090
12 H -5.1221 2.3985 2.1971  N74 1.031
13 C 4.8332 4.6837 -5.9475  H23 1.092, H59 1.094, C86 1.511, O102 1.432
14 H 4.2603 2.4054 -3.7105  C89 1.091
15 C -5.9191 -1.0534 -3.3599  C21 1.514, H28 1.090, C80 1.505, H82 1.093
16 C 2.1918 1.7581 -4.0404  H10 1.090, C42 1.504, H73 1.093, C89 1.514
17 C -5.0272 -1.6829 2.5057  C68 1.600, F77 1.414, F85 1.447, F99 1.437
18 F -2.0434 3.6611 3.6000  C34 1.424
19 H 2.3355 1.7684 4.1906  O75 0.987
20 C 0.2724 -2.2348 4.2416  C35 1.630, N72 1.432, C92 1.558
21 C -5.5140 -1.4793 -1.9652  H8 1.095, C15 1.514, H45 1.092, C84 1.510
22 B 0.5834 2.1187 3.3497  O46 1.457, O75 1.452, C81 1.642
23 H 4.3479 3.8186 -6.4037  C13 1.092
24 H -1.7419 -5.1398 4.2721  C93 1.151
25 H 0.3279 -2.7350 1.5374  C70 1.144
26 H -6.5846 -1.7422 4.0862  C68 1.160
27 H 5.0873 -1.2472 -5.6321  C90 1.094
28 H -6.3928 -1.8681 -3.9075  C15 1.090
29 H 5.7842 -3.8310 -4.1735  C79 1.095
30 H 5.1110 6.1861 -7.5094  C86 1.091
31 C 4.2473 6.1731 -4.3240  C7 1.504, O94 1.203, O102 1.363
32 H 1.6497 -3.8212 5.1063  C35 1.157
33 H 3.3168 3.1600 -1.2799  C48 1.092
34 C -2.0853 2.2618 3.8602  F18 1.424, C81 1.539, C83 1.584
35 C 1.5844 -3.1962 4.1353  C20 1.630, H32 1.157, H52 1.145, C101 1.610
36 O -5.1064 -3.1236 4.5698  H1 0.981, C68 1.463
37 C -2.1642 -0.8235 4.4584  N5 1.436, C40 1.549, C60 1.587
38 H 2.6264 -4.6023 2.7440  C101 1.161
39 H 0.4341 0.2722 1.5791  C76 1.149
40 C -0.8079 -0.1859 4.0685  C37 1.549, N72 1.446, C81 1.598
41 O 2.9310 -1.2456 1.0573  S47 1.690, H87 0.992
42 C 1.0312 2.0619 -3.1334  C16 1.504, O49 1.206, O96 1.359
43 C -0.4371 -5.1497 6.0958  H61 1.149, H67 1.141, C93 1.441
44 H -0.9813 1.3807 1.0396  C76 1.159
45 H -4.5071 -1.8969 -1.9088  C21 1.092
46 O 0.7375 2.3959 1.9275  B22 1.457, C76 1.463
47 S 2.5820 -2.8159 0.5383  O2 1.508, O41 1.690, O50 1.528, C70 1.856
48 C 2.8255 3.1573 -2.2547  H33 1.092, H57 1.093, C89 1.503, O96 1.432
49 O -0.1081 1.7070 -3.3047  C42 1.206
50 O 2.1013 -2.6540 -0.9032  S47 1.528
51 H 3.1638 -2.3570 -3.7255  C6 1.093
52 H 2.5175 -2.5325 4.1278  C35 1.145
53 O -7.6778 0.5195 -3.8723  C80 1.205
54 H 3.6458 1.2092 -2.5647  C89 1.093
55 H -4.7543 -1.0291 6.0465  C97 1.160
56 O 5.8110 -1.0790 -3.7100  C78 1.361, C90 1.432
57 H 2.9047 4.1551 -2.6937  C48 1.093
58 O 4.7111 -1.0418 -1.7219  C78 1.209
59 H 5.9136 4.5121 -5.9234  C13 1.094
60 C -3.4945 0.0364 4.5506  C37 1.587, C83 1.544, C97 1.597
61 H 0.4546 -5.8329 5.8560  C43 1.149
62 H -4.4473 4.0059 4.8208  P100 1.453
63 H 0.7255 -4.3733 0.8132  C70 1.157
64 H 0.9187 -5.1346 3.1430  C101 1.155
65 H 5.5952 7.3818 -5.4417  C7 1.093
66 H 4.4883 -3.5973 -5.3534  C79 1.091
67 H -0.7516 -4.9694 7.1778  C43 1.141
68 C -5.4267 -1.7933 4.0508  C17 1.600, H26 1.160, O36 1.463, C97 1.609
69 H 0.5606 1.2952 0.0518  C76 1.156
70 C 1.1499 -3.5280 1.4800  H25 1.144, S47 1.856, H63 1.157, C101 1.601
71 H -5.9182 -0.3976 -0.1307  C84 1.090
72 N 0.4704 -0.8485 3.9398  C20 1.432, C40 1.446
73 H 2.1432 2.4097 -4.9165  C16 1.093
74 N -5.6197 2.9553 2.9075  H12 1.031, P100 1.614
75 O 1.6129 2.4267 4.3259  H19 0.987, B22 1.452
76 C 0.1709 1.3006 1.1397  H39 1.149, H44 1.159, O46 1.463, H69 1.156
77 F -5.1385 -0.3818 1.9643  C17 1.414
78 C 4.8994 -1.5364 -2.8088  C6 1.504, O56 1.361, O58 1.209
79 C 5.0295 -3.1237 -4.5323  C6 1.514, H29 1.095, H66 1.091, C90 1.510
80 C -6.8991 0.0535 -3.0801  C15 1.505, O53 1.205, O98 1.361
81 C -0.8226 1.3856 3.7766  B22 1.642, C34 1.539, C40 1.598
82 H -5.0752 -0.6482 -3.9234  C15 1.093
83 C -3.4448 1.5506 4.2536  C34 1.584, C60 1.544, P100 1.918
84 C -5.6745 -0.2023 -1.1747  C21 1.510, H71 1.090, H95 1.094, O98 1.432
85 F -5.9814 -2.4930 1.7796  C17 1.447
86 C 4.4717 5.9706 -6.6515  C7 1.513, H9 1.095, C13 1.511, H30 1.091
87 H 3.3115 -0.7891 0.2633  O41 0.992
88 H -5.8923 2.2284 5.3254  P100 1.432
89 C 3.3758 2.0878 -3.1563  H14 1.091, C16 1.514, C48 1.503, H54 1.093
90 C 5.6918 -1.8251 -4.9261  H27 1.094, O56 1.432, C79 1.510, H91 1.092
91 H 6.6818 -1.9852 -5.3573  C90 1.092
92 C -1.0518 -2.9303 4.6789  N5 1.426, C20 1.558, C93 1.609
93 C -1.0953 -4.5093 4.9857  H24 1.151, C43 1.441, C92 1.609
94 O 3.9533 6.6092 -3.2416  C31 1.203
95 H -4.7814 0.4286 -1.2183  C84 1.094
96 O 1.4393 2.8368 -2.0948  C42 1.359, C48 1.432
97 C -4.8976 -0.5921 4.9820  H4 1.144, H55 1.160, C60 1.597, C68 1.609
98 O -6.7575 0.4952 -1.8008  C80 1.361, C84 1.432
99 F -3.7576 -2.3006 2.2370  C17 1.437
100 P -4.9571 2.7248 4.3610  H62 1.453, N74 1.614, C83 1.918, H88 1.432
101 C 1.5457 -4.2009 2.8782  C35 1.610, H38 1.161, H64 1.155, C70 1.601
102 O 4.3666 4.8445 -4.6029  C13 1.432, C31 1.363

=====

Record 2
Density functional theory data (ωB97M-V/def2-TZVPD) for a gas-phase ion, C7H13O (charge -1).

Values from the calculation:
- ΔE to the lowest compared entry with this formula, charge and spin (eV) = 0.6685
- net charge = -1
- 2S+1 = 1
- SMILES = C=C(CC)CCC[O-]
- highest occupied orbital energy (eV) = -2.16
- HOMO-LUMO gap (eV) = 5.7
- largest force on an atom (eV/A) = 2.50
- calculated total energy (eV) = -9515.747

Each atom is followed by the atoms it is bonded to, with distances in Å.
Element x y z (Å)
1 H 1.2921 1.4925 2.5273  C5 1.101
2 H -2.4397 0.1092 0.7093  C8 1.082
3 H -2.2315 1.8307 1.2954  C8 1.089
4 C -0.5543 0.9786 0.3294  C8 1.323, C15 1.549, C19 1.529
5 C 0.6095 2.2885 2.1913  H1 1.101, H6 1.081, C15 1.556, H20 1.090
6 H 0.9500 3.2823 2.4464  C5 1.081
7 H 1.2037 -2.8180 -0.3999  C17 1.107
8 C -1.7771 0.9552 0.8348  H2 1.082, H3 1.089, C4 1.323
9 H -0.1241 3.0112 0.2438  C15 1.091
10 C -0.5596 -1.4262 -0.6636  H12 1.090, H14 1.106, C17 1.582, C19 1.510
11 H 1.3790 1.9843 0.2031  C15 1.087
12 H -1.1907 -1.1540 -1.5100  C10 1.090
13 H 0.5970 0.1922 -1.2314  C19 1.098
14 H -1.0462 -1.9183 0.1991  C10 1.106
15 C 0.4045 2.1503 0.6547  C4 1.549, C5 1.556, H9 1.091, H11 1.087
16 H -0.2372 -3.4782 -1.2108  C17 1.135
17 C 0.4291 -2.5616 -1.1483  H7 1.107, C10 1.582, H16 1.135, O18 1.353
18 O 1.0460 -2.2078 -2.2998  C17 1.353
19 C 0.2209 -0.1930 -0.2747  C4 1.529, C10 1.510, H13 1.098, H21 1.094
20 H -0.2526 1.8775 2.7172  C5 1.090
21 H 1.0508 -0.4397 0.3937  C19 1.094

=====

Record 3
Density functional theory data (ωB97M-V/def2-TZVPD) for a single C4H4N4 molecule.

Values from the calculation:
- ΔE to the lowest compared entry with this formula, charge and spin (eV) = 1.2648
- net charge = 0
- 2S+1 = 1
- SMILES = N#CCn1cnnc1
- highest occupied orbital energy (eV) = -10.14
- HOMO-LUMO gap (eV) = 10.5
- largest force on an atom (eV/A) = 3.18
- calculated total energy (eV) = -10171.573

Each atom is followed by the atoms it is bonded to, with distances in Å.
Element x y z (Å)
1 N 0.1992 0.0335 0.2685  C5 1.412, C6 1.442, C12 1.369
2 N 2.2319 0.5732 -0.3915  C5 1.302, N9 1.337
3 N -3.2642 -0.1670 -0.7360  C4 1.174
4 C -2.2771 0.0098 -0.1261  N3 1.174, C6 1.514
5 C 1.0749 1.0838 -0.0815  N1 1.412, N2 1.302, H8 1.129
6 C -1.1185 0.2175 0.8255  N1 1.442, C4 1.514, H7 1.088, H10 1.066
7 H -1.3219 -0.3959 1.7010  C6 1.088
8 H 0.8087 2.1801 -0.0530  C5 1.129
9 N 2.1368 -0.7564 -0.2825  N2 1.337, C12 1.290
10 H -1.1767 1.2064 1.2198  C6 1.066
11 H 0.6817 -2.0817 0.5287  C12 1.097
12 C 0.9680 -1.0931 0.1478  N1 1.369, N9 1.290, H11 1.097

=====

Record 4
Density functional theory data (ωB97M-V/def2-TZVPD) for 5 unconnected molecules or ions with the total composition C27H40F5O19P.

Values from the calculation:
- net charge = 0
- 2S+1 = 1
- SMILES = COCCCCC[C@@]1(C(F)(F)C(F)(F)F)OC(=O)O[C@H]1P(=O)(O)O.C[C@@H]1COC(=O)O1.C[C@@H]1COC(=O)O1.C[C@@H]1COC(=O)O1.C[C@@H]1COC(=O)O1
- highest occupied orbital energy (eV) = -9.53
- HOMO-LUMO gap (eV) = 9.0
- largest force on an atom (eV/A) = 9.92
- calculated total energy (eV) = -90419.505

Each atom is followed by the atoms it is bonded to, with distances in Å.
Element x y z (Å)
1 H -3.3898 -4.8105 -3.3154  C85 1.096
2 C -4.8631 -3.5004 -5.3206  H4 1.096, O11 1.413, C17 1.498, H81 1.094
3 H 1.6576 0.3508 0.1069  C59 1.194
4 H -5.0380 -4.5777 -5.2232  C2 1.096
5 H -4.8494 3.4107 -0.7927  O26 1.022
6 H 4.5508 1.0389 0.0416  C39 1.193
7 H 8.2169 7.6163 0.5268  C16 1.096
8 C 2.9851 1.6045 -1.6229  C39 1.640, C43 1.642, H52 1.170, H79 1.193
9 O -2.5488 2.2619 -2.8337  P49 1.742, H87 1.002
10 C -1.7327 1.2683 7.7491  H44 1.096, H50 1.094, O53 1.413, C63 1.498
11 O -4.4150 -3.2456 -6.6365  C2 1.413, C18 1.368
12 H -1.4917 -9.4202 -5.4281  C23 1.096
13 O -2.4492 -7.5251 -3.8905  C46 1.421, C75 1.370
14 H 0.9064 2.5123 -2.0215  C43 1.179
15 H 8.1168 4.2866 1.6595  C69 1.094
16 C 8.7567 7.2180 1.3932  H7 1.096, H20 1.094, H83 1.095, C90 1.517
17 C -3.7214 -3.0150 -4.4805  C2 1.498, O29 1.421, H60 1.097, C85 1.517
18 C -3.0528 -3.3574 -6.5940  O11 1.368, O29 1.370, O67 1.217
19 C 4.3997 3.1068 1.4170  O64 1.481, H68 1.181, H70 1.192, H77 1.172
20 H 9.1213 8.0798 1.9609  C16 1.094
21 H -0.6712 0.9302 -1.6041  C57 1.194
22 H -0.2058 -8.2229 -5.3835  C23 1.094
23 C -0.7239 -8.9777 -4.7838  H12 1.096, H22 1.094, H40 1.095, C46 1.517
24 O -4.4315 -7.0614 -2.8349  C75 1.217
25 O -3.0009 -8.6468 -2.0142  C75 1.368, C88 1.413
26 O -4.3789 3.9402 -1.5297  H5 1.022, P49 1.777
27 H -1.2698 -9.7967 -1.9368  C88 1.094
28 C -3.0668 -1.2349 0.2086  C35 1.639, F65 1.508, F72 1.511, F89 1.482
29 O -2.5978 -3.2958 -5.3031  C17 1.421, C18 1.370
30 O -1.8382 4.7695 -1.9028  P49 1.591
31 C 5.6410 6.0386 2.4889  O42 1.368, O47 1.370, O55 1.217
32 H 7.2525 5.2763 0.4563  C69 1.096
33 C -1.8368 1.2368 0.4043  C35 1.643, C38 1.655, O45 1.501, C57 1.639
34 H -0.4449 -0.5177 -0.4181  C57 1.194
35 C -3.2345 0.3759 0.4626  C28 1.639, C33 1.643, F37 1.481, F66 1.511
36 H 0.9213 1.8084 1.0479  C59 1.170
37 F -4.3101 0.8677 -0.4285  C35 1.481
38 C -2.2705 2.8194 0.1861  C33 1.655, P49 1.910, O76 1.481, H84 1.181
39 C 4.3111 1.9305 -0.7141  H6 1.193, C8 1.640, O64 1.471, H71 1.194
40 H -0.0038 -9.7551 -4.5091  C23 1.095
41 H -1.7567 0.8639 4.9664  C61 1.096
42 O 6.1630 4.8291 2.1216  C31 1.368, C69 1.413
43 C 1.5935 2.2934 -1.0884  C8 1.642, H14 1.179, H54 1.181, C59 1.652
44 H -1.5271 2.1517 7.1343  C10 1.096
45 O -1.5140 1.3519 1.8658  C33 1.501, C73 1.483
46 C -1.3459 -8.3523 -3.5494  O13 1.421, C23 1.517, C88 1.498, H92 1.097
47 O 6.6127 7.0044 2.5078  C31 1.370, C90 1.421
48 H -3.3860 0.6710 5.6583  C61 1.095
49 P -2.6705 3.4546 -1.5701  O9 1.742, O26 1.777, O30 1.591, C38 1.910
50 H -2.6497 1.4399 8.3206  C10 1.094
51 H -2.3174 -0.7977 7.4844  C63 1.097
52 H 3.1826 1.9974 -2.7073  C8 1.170
53 O -0.6246 1.0588 8.6010  C10 1.413, C86 1.368
54 H 1.7412 3.3234 -0.5301  C43 1.181
55 O 4.4682 6.2300 2.7530  C31 1.217
56 O -1.3479 3.2816 3.5386  C73 1.336
57 C -0.5538 0.6707 -0.4447  H21 1.194, C33 1.639, H34 1.194, C59 1.639
58 H -2.8417 -3.3365 -2.5305  C85 1.094
59 C 0.9027 1.2705 0.0091  H3 1.194, H36 1.170, C43 1.652, C57 1.639
60 H -3.7685 -1.9321 -4.3093  C17 1.097
61 C -2.3932 0.2166 5.5799  H41 1.096, H48 1.095, H62 1.094, C63 1.517
62 H -2.4887 -0.7322 5.0427  C61 1.094
63 C -1.7843 0.0004 6.9525  C10 1.498, H51 1.097, C61 1.517, O74 1.421
64 O 4.3062 3.2454 -0.0543  C19 1.481, C39 1.471
65 F -2.8234 -1.4351 -1.2662  C28 1.508
66 F -3.7628 0.5311 1.8695  C35 1.511
67 O -2.3436 -3.5024 -7.5728  C18 1.217
68 H 3.8581 2.1295 1.8008  C19 1.181
69 C 7.4136 5.1143 1.5280  H15 1.094, H32 1.096, O42 1.413, C90 1.498
70 H 3.8994 4.0573 1.9331  C19 1.192
71 H 5.2343 1.9432 -1.4705  C39 1.194
72 F -4.3980 -1.8960 0.4794  C28 1.511
73 C -1.3787 2.7603 2.3087  O45 1.483, O56 1.336, O76 1.501
74 O -0.4123 -0.3554 6.8580  C63 1.421, C86 1.370
75 C -3.3878 -7.6842 -2.9052  O13 1.370, O24 1.217, O25 1.368
76 O -1.3181 3.5637 1.0426  C38 1.481, C73 1.501
77 H 5.5209 3.0586 1.7551  C19 1.172
78 O 1.4064 0.0935 8.1807  C86 1.217
79 H 2.9112 0.4159 -1.6941  C8 1.193
80 H -2.4440 -10.1987 -3.2150  C88 1.096
81 H -5.7951 -2.9693 -5.1055  C2 1.094
82 H -4.5801 -3.6895 -2.6103  C85 1.095
83 H 9.6206 6.6473 1.0380  C16 1.095
84 H -3.2818 2.9796 0.7752  C38 1.181
85 C -3.6347 -3.7541 -3.1585  H1 1.096, C17 1.517, H58 1.094, H82 1.095
86 C 0.2303 0.2481 7.9068  O53 1.368, O74 1.370, O78 1.217
87 H -3.0973 2.4921 -3.6399  O9 1.002
88 C -1.9774 -9.3781 -2.6586  O25 1.413, H27 1.094, C46 1.498, H80 1.096
89 F -2.0357 -1.8969 1.0427  C28 1.482
90 C 7.8486 6.3541 2.2480  C16 1.517, O47 1.421, C69 1.498, H91 1.097
91 H 8.3321 6.1247 3.2060  C90 1.097
92 H -0.6044 -7.7447 -3.0153  C46 1.097

=====

Molecular weight per entry: 857.58; 113.18; 108.10; 794.56 g/mol